The following is a quantum chemistry calculation of 3 unconnected molecules or ions with the total composition C18H40N2O8, from the OMol25 dataset.

Element x y z (Å)
C  4.837  -1.929  3.336
C  5.651  -0.575  3.790
O  6.059  0.220  2.622
C  5.026  1.181  2.207
C  4.353  0.705  0.754
O  3.053  1.339  0.480
C  2.255  0.508  -0.480
O  2.037  0.983  -1.725
O  1.658  -0.807  -0.085
C  0.779  -0.523  1.061
C  -0.265  -1.732  1.447
C  -0.944  -1.433  2.945
C  -1.009  0.167  3.293
O  -2.007  0.523  4.342
C  -1.706  1.970  4.598
O  -2.152  2.964  3.780
H  3.678  -1.739  3.172
H  5.250  -2.315  2.285
H  5.007  -2.838  4.089
H  4.970  0.029  4.550
H  6.655  -0.843  4.375
H  4.205  1.407  3.017
H  5.601  2.199  1.965
H  5.163  0.955  -0.068
H  4.286  -0.483  0.834
H  0.126  0.419  0.756
H  1.442  -0.255  2.001
H  -1.077  -1.943  0.625
H  0.367  -2.732  1.552
H  -0.171  -1.913  3.717
H  -1.947  -2.018  3.093
H  -1.279  0.856  2.364
H  0.047  0.448  3.770
H  -1.011  2.194  5.522
C  -4.249  3.003  1.086
C  -3.431  2.106  0.159
C  -3.189  2.721  -1.239
O  -4.318  2.649  -2.114
C  -5.268  3.688  -1.933
N  -4.085  0.792  0.066
H  -5.310  3.022  0.823
H  -4.183  2.643  2.120
H  -3.872  4.030  1.068
H  -2.451  1.967  0.631
H  -2.400  2.138  -1.730
H  -2.815  3.750  -1.169
H  -4.797  4.637  -1.661
H  -6.003  3.394  -1.179
H  -5.804  3.827  -2.877
H  -3.489  0.170  -0.481
H  -4.915  0.909  -0.523
C  0.323  -0.867  -3.561
C  0.742  -2.299  -3.236
C  0.925  -3.188  -4.489
O  -0.302  -3.644  -5.067
C  -0.920  -2.713  -5.941
N  -0.230  -2.880  -2.298
H  -0.724  -0.793  -3.863
H  0.447  -0.225  -2.680
H  0.942  -0.451  -4.363
H  1.714  -2.242  -2.730
H  1.460  -4.095  -4.182
H  1.553  -2.699  -5.243
H  -0.189  -2.125  -6.505
H  -1.587  -2.056  -5.376
H  -1.535  -3.272  -6.653
H  0.102  -3.803  -2.015
H  -1.080  -3.084  -2.832

## Properties
M (g/mol): 412.52
SMILES: CCOCCOC(=O)OCCCCOC=O.COC[C@@H](C)N.COC[C@@H](C)N
Kohn-Sham gap (eV): 8.968
E_tot (eV): -38665.033